1.
{"formula": "C7H7I2N4PdS4Sb", "method": "ωB97M-V with the def2-TZVPD basis set", "symbols": ["Pd", "N", "C", "S", "N", "N", "C", "C", "C", "C", "C", "C", "N", "H", "H", "H", "H", "H", "H", "H", "S", "Sb", "S", "S", "I", "I"], "positions_angstrom": [[-1.210, -0.347, 0.623], [0.729, -1.278, 4.435], [0.411, -0.878, 3.197], [-1.202, -1.378, 2.661], [1.272, -0.183, 2.520], [0.828, 0.114, 1.274], [1.607, 0.678, 0.440], [1.097, 0.951, -0.902], [1.897, 1.498, -1.891], [1.363, 1.694, -3.155], [0.053, 1.319, -3.398], [-0.686, 0.777, -2.357], [-0.182, 0.616, -1.139], [0.077, -1.782, 5.009], [1.624, -1.020, 4.815], [2.632, 0.920, 0.705], [2.923, 1.757, -1.666], [1.966, 2.126, -3.943], [-0.397, 1.434, -4.373], [-1.706, 0.449, -2.508], [-2.322, -4.142, -2.072], [-2.022, -3.701, 0.246], [-3.171, -1.559, 0.284], [-0.145, -2.238, -0.248], [-2.003, 2.070, 1.846], [-3.436, 2.103, -0.402]], "e_homo_ev": [-11.668, -11.529], "homo_lumo_gap_ev": [6.376, 6.191], "spin_multiplicity": 2, "de_lowest_kj_mol": 225.8, "charge": 1}

2.
{"formula": "C37H80Cr2F2O31P2", "method": "ωB97M-V with the def2-TZVPD basis set", "symbols": ["Cr", "Cr", "C", "C", "C", "O", "C", "C", "C", "O", "O", "O", "H", "H", "C", "C", "C", "O", "C", "C", "C", "O", "O", "O", "H", "H", "P", "O", "O", "O", "O", "O", "P", "O", "F", "F", "C", "C", "O", "C", "H", "H", "H", "H", "H", "H", "C", "C", "O", "C", "H", "H", "H", "H", "H", "H", "C", "C", "O", "C", "H", "H", "H", "H", "H", "H", "C", "C", "O", "C", "H", "H", "H", "H", "H", "H", "C", "O", "H", "H", "H", "H", "C", "O", "H", "H", "H", "H", "C", "O", "H", "H", "H", "H", "C", "O", "H", "H", "H", "H", "C", "O", "H", "H", "H", "H", "C", "O", "H", "H", "H", "H", "C", "O", "H", "H", "H", "H", "C", "O", "H", "H", "H", "H", "C", "O", "H", "H", "H", "H", "C", "O", "H", "H", "H", "H", "C", "O", "H", "H", "H", "H", "C", "O", "H", "H", "H", "H", "C", "O", "H", "H", "H", "H"], "positions_angstrom": [[-1.588, -0.042, 3.129], [-2.880, -1.432, -0.318], [-3.629, 3.752, 1.778], [-4.375, 4.664, 0.931], [-5.031, 3.990, -0.386], [-5.617, 4.651, -1.259], [-4.849, 2.512, -0.586], [-4.056, 1.837, 0.272], [-3.403, 2.460, 1.446], [-2.605, 1.847, 2.252], [-3.790, 0.634, -0.101], [-4.458, 5.890, 1.197], [-3.118, 4.172, 2.632], [-5.266, 2.049, -1.469], [-2.821, 0.830, -3.530], [-2.813, -0.498, -3.727], [-2.638, -1.117, -5.114], [-2.798, -2.392, -5.296], [-2.212, -0.377, -6.155], [-2.063, 1.093, -6.043], [-2.517, 1.707, -4.613], [-2.558, 2.927, -4.442], [-1.625, 1.905, -6.907], [-2.889, -1.193, -2.649], [-3.021, 1.263, -2.561], [-1.941, -0.875, -7.075], [-2.715, -2.176, 2.503], [-1.252, -1.927, 2.866], [-2.422, -0.976, 1.583], [-3.311, -1.000, 3.365], [-3.244, -2.625, 1.131], [-0.107, 0.336, 1.822], [0.075, 0.255, 0.320], [-1.033, -0.477, -0.488], [1.439, -0.484, -0.024], [0.187, 1.790, -0.255], [-0.371, 4.741, 4.517], [-0.040, 3.791, 3.464], [0.068, 2.599, 3.650], [0.146, 4.444, 2.119], [0.412, 5.494, 4.601], [-0.498, 4.252, 5.483], [-1.286, 5.298, 4.316], [0.407, 3.614, 1.463], [0.845, 5.279, 2.071], [-0.805, 4.771, 1.696], [0.542, -2.214, -3.338], [1.149, -3.506, -3.821], [0.824, -4.541, -3.296], [2.139, -3.450, -4.991], [-0.505, -2.382, -3.085], [0.547, -1.475, -4.139], [1.105, -1.804, -2.499], [3.011, -2.870, -4.689], [1.729, -2.943, -5.864], [2.479, -4.476, -5.132], [-6.383, -2.625, -2.674], [-6.022, -2.070, -1.326], [-4.846, -2.060, -0.962], [-7.127, -1.475, -0.448], [-5.493, -3.005, -3.177], [-6.705, -1.681, -3.113], [-7.130, -3.417, -2.625], [-6.779, -1.025, 0.482], [-7.861, -2.227, -0.159], [-7.492, -0.627, -1.027], [2.239, 5.114, -1.117], [2.094, 5.803, -2.406], [0.989, 6.117, -2.748], [3.336, 6.006, -3.246], [2.734, 4.146, -1.196], [1.323, 4.855, -0.586], [2.796, 5.809, -0.489], [3.642, 5.075, -3.722], [4.122, 6.544, -2.715], [2.981, 6.632, -4.064], [3.748, 2.987, 2.703], [4.952, 2.516, 2.235], [3.694, 2.744, 3.764], [3.634, 4.057, 2.533], [2.937, 2.419, 2.245], [5.123, 2.926, 1.384], [4.386, -1.634, -1.193], [3.097, -2.195, -1.006], [4.990, -2.174, -1.922], [4.395, -0.579, -1.467], [4.902, -1.718, -0.237], [2.502, -1.511, -0.690], [-0.676, -3.828, -0.407], [-1.784, -3.265, -1.040], [0.222, -3.830, -1.025], [-0.427, -3.281, 0.503], [-0.786, -4.847, -0.037], [-1.949, -3.835, -1.795], [-3.382, -5.987, 1.687], [-4.348, -5.011, 1.369], [-2.842, -5.626, 2.562], [-3.832, -6.907, 2.062], [-2.661, -6.035, 0.872], [-3.882, -4.180, 1.254], [1.824, 1.290, -2.755], [2.544, 1.861, -3.876], [2.462, 0.485, -2.391], [1.770, 1.996, -1.926], [0.818, 0.938, -2.983], [2.016, 2.541, -4.301], [3.844, -5.307, -1.742], [2.970, -4.936, -0.727], [4.597, -5.948, -1.284], [3.284, -5.812, -2.528], [4.380, -4.464, -2.178], [2.801, -3.999, -0.845], [-1.632, 3.897, -1.829], [-2.282, 4.952, -2.571], [-2.385, 3.156, -1.561], [-0.880, 3.361, -2.408], [-1.126, 4.217, -0.918], [-2.381, 5.661, -1.931], [3.247, -0.642, 2.825], [2.827, -0.060, 4.054], [3.592, -1.665, 2.973], [2.429, -0.731, 2.110], [4.003, -0.030, 2.333], [3.454, -0.162, 4.775], [5.030, 2.210, -1.345], [5.590, 3.327, -0.712], [5.857, 1.554, -1.615], [4.341, 1.636, -0.725], [4.537, 2.461, -2.284], [5.856, 3.947, -1.395], [1.339, -3.854, 2.961], [-0.021, -4.244, 3.193], [1.998, -4.720, 3.014], [1.417, -3.263, 2.048], [1.601, -3.219, 3.807], [-0.551, -3.453, 3.076], [5.796, -4.413, 1.358], [6.825, -3.717, 0.736], [4.866, -3.845, 1.357], [5.579, -5.429, 1.029], [6.019, -4.589, 2.410], [7.521, -4.308, 0.441], [0.282, -0.789, 5.674], [0.172, -0.328, 4.365], [1.204, -1.349, 5.834], [0.240, 0.073, 6.340], [-0.559, -1.446, 5.895], [1.081, -0.165, 4.104], [-2.709, 0.118, 6.175], [-2.229, 0.970, 5.132], [-2.024, 0.253, 7.012], [-3.674, 0.374, 6.615], [-2.702, -0.932, 5.883], [-2.247, 1.854, 5.506]], "e_homo_ev": [-1.587, -1.600], "homo_lumo_gap_ev": [3.400, 3.529], "spin_multiplicity": 7, "charge": -2}

3.
{"formula": "C54H128N4O12", "method": "ωB97M-V with the def2-TZVPD basis set", "symbols": ["C", "C", "C", "C", "C", "C", "N", "O", "C", "C", "C", "H", "H", "H", "H", "H", "H", "H", "H", "H", "H", "H", "H", "H", "H", "H", "H", "H", "H", "H", "C", "C", "C", "C", "C", "C", "N", "O", "C", "C", "C", "H", "H", "H", "H", "H", "H", "H", "H", "H", "H", "H", "H", "H", "H", "H", "H", "H", "H", "H", "C", "C", "C", "C", "C", "C", "N", "O", "C", "C", "C", "H", "H", "H", "H", "H", "H", "H", "H", "H", "H", "H", "H", "H", "H", "H", "H", "H", "H", "H", "C", "C", "C", "C", "C", "C", "N", "O", "C", "C", "C", "H", "H", "H", "H", "H", "H", "H", "H", "H", "H", "H", "H", "H", "H", "H", "H", "H", "H", "H", "O", "H", "H", "O", "H", "H", "C", "C", "C", "O", "H", "H", "H", "H", "H", "H", "H", "H", "C", "C", "C", "O", "H", "H", "H", "H", "H", "H", "H", "H", "C", "C", "C", "O", "H", "H", "H", "H", "H", "H", "H", "H", "C", "C", "C", "O", "H", "H", "H", "H", "H", "H", "H", "H", "C", "C", "C", "O", "H", "H", "H", "H", "H", "H", "H", "H", "C", "C", "C", "O", "H", "H", "H", "H", "H", "H", "H", "H"], "positions_angstrom": [[4.525, 3.555, -0.843], [5.269, 4.127, -2.111], [5.012, 3.224, -3.357], [3.575, 3.246, -3.949], [3.073, 4.657, -4.224], [3.285, 5.652, -2.965], [4.688, 5.525, -2.392], [4.932, 6.456, -1.436], [3.012, 7.046, -3.523], [2.131, 5.341, -2.096], [6.785, 4.132, -1.847], [5.103, 2.745, -0.398], [3.545, 3.124, -1.048], [4.539, 4.339, -0.086], [5.829, 3.417, -4.053], [5.210, 2.196, -3.054], [2.958, 2.867, -3.134], [3.434, 2.521, -4.750], [2.006, 4.486, -4.370], [3.356, 5.132, -5.164], [2.092, 7.183, -4.091], [3.044, 7.944, -2.907], [3.815, 7.213, -4.240], [1.180, 5.746, -2.442], [1.980, 4.271, -1.948], [2.256, 5.660, -1.061], [7.338, 4.454, -2.729], [7.220, 3.257, -1.365], [6.886, 4.918, -1.098], [4.318, 6.267, -0.723], [-0.674, 0.709, 4.842], [-2.198, 0.594, 4.737], [-2.663, 1.025, 3.321], [-4.147, 0.784, 3.102], [-4.499, -0.675, 3.496], [-4.023, -1.107, 4.888], [-2.618, -0.766, 5.156], [-2.290, -1.131, 6.458], [-5.020, -0.515, 5.898], [-4.151, -2.689, 4.982], [-2.709, 1.733, 5.757], [-0.183, -0.006, 4.181], [-0.360, 0.554, 5.874], [-0.382, 1.717, 4.546], [-2.302, 2.009, 3.022], [-2.294, 0.394, 2.512], [-4.407, 0.900, 2.050], [-4.796, 1.527, 3.565], [-3.936, -1.357, 2.860], [-5.560, -0.885, 3.358], [-4.664, -0.812, 6.885], [-5.272, 0.545, 5.876], [-6.004, -0.971, 5.785], [-5.203, -2.829, 4.735], [-3.604, -3.250, 4.225], [-3.684, -3.051, 5.898], [-2.470, 2.761, 5.486], [-2.441, 1.539, 6.796], [-3.789, 1.863, 5.683], [-1.613, -1.771, 6.229], [-2.161, -3.945, -0.854], [-2.684, -5.348, -0.478], [-3.184, -5.432, 1.005], [-4.305, -4.495, 1.475], [-5.548, -4.882, 0.608], [-5.265, -5.038, -0.930], [-3.868, -5.490, -1.292], [-3.671, -5.631, -2.673], [-6.324, -6.090, -1.541], [-5.533, -3.560, -1.360], [-1.694, -6.421, -0.669], [-3.006, -3.260, -0.918], [-1.603, -3.993, -1.789], [-1.465, -3.639, -0.072], [-3.455, -6.487, 1.025], [-2.310, -5.386, 1.654], [-4.346, -3.408, 1.412], [-4.622, -4.833, 2.461], [-6.325, -4.196, 0.945], [-5.973, -5.821, 0.964], [-7.346, -6.021, -1.168], [-6.278, -6.005, -2.627], [-6.008, -7.119, -1.373], [-5.063, -2.908, -0.624], [-5.051, -3.281, -2.297], [-6.560, -3.253, -1.562], [-1.454, -6.438, -1.732], [-2.116, -7.380, -0.367], [-0.826, -6.259, -0.030], [-3.864, -6.570, -2.718], [-1.281, 3.073, -2.040], [-2.300, 3.996, -1.437], [-1.956, 5.495, -1.847], [-2.460, 5.796, -3.270], [-3.902, 5.348, -3.530], [-4.251, 3.864, -3.148], [-3.739, 3.667, -1.784], [-4.031, 2.346, -1.275], [-5.758, 3.625, -3.112], [-3.565, 2.911, -4.161], [-2.142, 4.101, 0.103], [-0.475, 3.019, -1.308], [-0.820, 3.424, -2.964], [-1.684, 2.081, -2.240], [-2.245, 6.238, -1.104], [-0.886, 5.654, -1.982], [-1.700, 5.463, -3.977], [-2.502, 6.851, -3.538], [-3.968, 5.474, -4.610], [-4.563, 6.140, -3.178], [-6.151, 3.996, -2.166], [-6.354, 4.242, -3.784], [-6.106, 2.593, -3.168], [-3.618, 1.843, -3.947], [-4.098, 3.019, -5.106], [-2.539, 3.100, -4.476], [-1.105, 4.343, 0.336], [-2.377, 3.114, 0.504], [-2.799, 4.811, 0.604], [-3.764, 1.766, -1.992], [1.812, 3.006, 3.304], [1.807, 2.053, 3.209], [2.180, 3.158, 4.175], [-3.304, -0.615, -2.245], [-2.844, -1.226, -1.670], [-3.042, -0.874, -3.129], [4.592, 2.107, 2.187], [4.435, 0.608, 2.685], [5.240, 0.332, 3.979], [3.063, 0.445, 2.857], [3.813, 2.686, 1.691], [5.527, 2.308, 1.665], [4.550, 2.771, 3.051], [4.714, -0.004, 1.828], [5.101, 1.101, 4.739], [6.276, 0.556, 3.726], [5.074, -0.688, 4.326], [3.075, -0.384, 3.341], [3.131, -4.805, 1.085], [1.648, -5.001, 0.998], [1.261, -6.295, 1.722], [1.231, -3.921, 1.762], [3.640, -5.024, 2.023], [3.551, -3.853, 0.761], [3.546, -5.583, 0.445], [1.292, -4.970, -0.032], [1.562, -7.091, 1.041], [0.213, -6.454, 1.975], [1.849, -6.593, 2.590], [1.472, -3.125, 1.281], [-0.270, -0.014, -0.440], [1.091, -0.606, -0.630], [2.149, 0.493, -0.448], [1.225, -1.544, 0.404], [-0.953, -0.835, -0.657], [-0.628, 0.747, -1.135], [-0.473, 0.307, 0.582], [1.164, -1.069, -1.615], [1.924, 0.946, 0.518], [2.104, 1.110, -1.345], [3.111, -0.012, -0.536], [1.403, -1.043, 1.203], [6.029, -2.176, -0.886], [6.169, -2.444, -2.437], [5.135, -3.422, -2.928], [5.886, -1.174, -2.987], [5.009, -1.890, -0.629], [6.655, -1.302, -0.703], [6.275, -3.059, -0.297], [7.173, -2.781, -2.695], [5.496, -4.400, -2.610], [4.981, -3.355, -4.005], [4.168, -3.383, -2.427], [6.413, -0.524, -2.515], [3.358, -2.833, 5.755], [1.977, -2.559, 5.149], [1.190, -1.582, 6.110], [2.128, -2.055, 3.854], [3.966, -1.935, 5.865], [3.933, -3.608, 5.248], [3.225, -3.186, 6.778], [1.418, -3.486, 5.024], [1.333, -1.738, 7.180], [0.131, -1.669, 5.865], [1.493, -0.562, 5.874], [1.500, -2.604, 3.378], [0.977, -0.602, -4.534], [0.613, -0.460, -6.041], [-0.350, 0.680, -6.381], [1.816, -0.273, -6.714], [0.177, -1.078, -3.966], [1.101, 0.340, -4.001], [1.823, -1.262, -4.342], [0.239, -1.397, -6.454], [-0.152, 1.477, -5.665], [-1.366, 0.286, -6.396], [-0.093, 1.106, -7.351], [2.466, -0.543, -6.061]], "e_homo_ev": [0.440, -5.789], "homo_lumo_gap_ev": [1.509, 7.665], "spin_multiplicity": 2, "charge": -1}